Record 1
Density functional theory data (the ωB97M-V functional and the def2-TZVPD basis) for a 2-piece molecular cluster, H5NOSi overall.

```
8
Properties=species:S:1:pos:R:3:forces:R:3:lowdin_charge:R:1
N 2.35360 -0.82079 -1.45224 0.638 -2.729 -0.620 -0.271
Si 1.24489 -0.18876 -0.53746 -1.270 1.404 1.105 0.541
H 2.62542 -1.83862 -1.56328 -0.341 1.912 0.490 -0.024
H 0.91387 1.19578 -0.90007 0.124 0.136 -0.115 -0.109
H 0.35993 -0.33840 0.74346 0.848 -0.732 -0.862 -0.099
O -2.61778 0.28420 1.18966 3.475 -2.186 -0.733 -0.040
H -1.73211 0.71342 1.16302 -0.760 -0.748 -0.011 0.028
H -3.14783 0.99318 1.35689 -2.713 2.944 0.745 -0.027
```
Forces are in eV/Å.

Output
**ΔE to the lowest compared entry with this formula, charge and spin**: 342.9 kJ/mol
**Multiplicity**: 1
**HOMO**: -9.99 eV
**Total charge**: 0


Record 2
Density functional theory data (the ωB97M-V functional and the def2-TZVPD basis) for a 2-piece molecular cluster, C3H6NO2 overall.

```
12
Properties=species:S:1:pos:R:3:forces:R:3:lowdin_charge:R:1
C 2.10458 1.63543 1.22175 -0.292 0.671 1.599 -0.127
C 1.36061 1.05803 0.24577 1.318 -1.938 -1.013 -0.343
N 0.27124 0.18443 0.36087 1.741 3.147 1.318 0.049
H 1.59215 1.93655 2.21228 1.039 -0.985 -1.376 0.038
H 3.23703 1.65396 1.19370 -1.680 0.702 -0.397 0.029
H 1.83126 1.02341 -0.79642 -0.577 -0.278 1.428 0.108
H -0.26778 0.38029 1.23128 0.051 -0.828 -1.551 0.108
H -0.13322 -0.06043 -0.52315 -1.387 -0.403 0.243 0.020
O -2.47288 -3.21473 -1.10103 -0.016 0.861 -1.044 -0.132
C -2.47309 -1.99306 -1.36063 1.010 1.178 3.306 -0.608
O -1.71260 -1.08176 -0.80179 -1.267 -1.756 -1.829 -0.221
H -3.33729 -1.52212 -1.88264 0.059 -0.370 -0.683 0.078
```
Forces are in eV/Å.

Output
**ΔE to the lowest compared entry with this formula, charge and spin**: 186.7 kJ/mol
**Multiplicity**: 1
**HOMO**: -4.30 eV
**Total charge**: -1


Record 3
Density functional theory data (the ωB97M-V functional and the def2-TZVPD basis) for C25H31AsF6MnN2OSSi as an isolated structure.

```
69
Properties=species:S:1:pos:R:3:forces:R:3:lowdin_charge:R:1
Mn -0.00725 -0.11345 0.28078 -1.251 -0.150 -0.120 0.566
C -3.40704 -4.77873 1.91152 0.014 0.027 -0.007 -0.071
C -4.35310 -3.72193 1.35066 0.077 -0.033 -0.032 -0.213
N -3.76481 -2.88549 0.30511 0.034 -0.049 -0.002 -0.122
C -4.01375 -3.25655 -1.08534 0.069 -0.014 0.031 -0.254
C -2.98288 -4.23356 -1.63829 0.010 0.021 0.015 -0.069
C -2.97028 -1.84179 0.63734 -0.129 -0.087 -0.079 -0.696
S -2.37550 -0.79827 -0.58063 0.156 0.055 0.057 0.779
N -2.84631 -1.65061 1.96189 -0.167 0.031 0.063 0.111
C -1.85050 -1.03270 2.54969 0.060 -0.143 -0.032 -0.449
O -0.71035 -0.78272 2.07854 0.212 0.187 0.162 -0.123
C -2.08305 -0.63933 3.98201 0.012 -0.041 -0.043 -0.123
C -3.10302 -1.20901 4.73655 -0.033 0.004 0.012 -0.027
C -3.28919 -0.83043 6.05794 0.011 -0.006 -0.022 -0.091
C -2.46436 0.13016 6.63072 -0.016 -0.005 -0.024 -0.102
C -1.45171 0.70810 5.87738 -0.011 -0.012 0.003 -0.080
C -1.25882 0.31864 4.55969 0.014 0.060 0.034 -0.020
H -3.90423 -5.33722 2.70968 0.023 0.022 -0.027 0.069
H -2.51773 -4.30124 2.32339 -0.013 -0.021 -0.012 0.072
H -3.09314 -5.48655 1.14329 0.001 0.030 0.029 0.059
H -4.67823 -3.06877 2.15850 -0.029 0.026 -0.014 0.099
H -5.23640 -4.19727 0.92037 0.001 0.000 -0.024 0.109
H -4.00473 -2.35013 -1.68348 -0.041 0.048 0.000 0.059
H -5.01833 -3.68185 -1.13378 -0.014 -0.015 0.023 0.108
H -1.98372 -3.80444 -1.56091 -0.007 -0.014 0.002 0.054
H -3.18849 -4.43707 -2.69182 -0.003 -0.002 0.026 0.074
H -2.99586 -5.18186 -1.09790 -0.001 0.018 -0.027 0.061
H -3.73866 -1.94975 4.26931 0.008 0.012 0.026 0.100
H -4.07816 -1.28538 6.64460 0.003 0.004 -0.011 0.096
H -2.61382 0.42842 7.66144 0.008 -0.004 -0.007 0.094
H -0.80799 1.45903 6.31852 -0.005 0.004 -0.017 0.100
H -0.47292 0.75833 3.96033 0.018 -0.014 0.011 0.092
C 2.33947 0.65605 2.76972 -0.070 -0.220 0.106 -0.220
Si 1.51342 1.44050 1.26296 0.704 0.486 -0.016 0.511
C 1.03430 3.17024 1.82152 -0.244 0.102 0.062 -0.207
C 2.91361 1.67692 0.01584 0.029 0.027 -0.134 -0.215
H 2.93706 1.41295 3.28927 0.005 -0.034 -0.012 0.024
H 2.99826 -0.15654 2.45430 -0.023 0.021 0.028 0.021
H 1.61860 0.23409 3.47391 0.054 0.020 -0.005 0.004
H 1.94252 3.69909 2.13184 -0.042 -0.033 0.009 0.028
H 0.34157 3.15197 2.67002 0.051 0.042 -0.057 0.022
H 0.55719 3.73185 1.01533 0.057 0.023 0.069 0.025
H 3.85012 1.88565 0.54411 -0.033 0.015 -0.032 0.025
H 2.69664 2.51231 -0.65584 0.036 -0.060 0.022 0.021
H 3.06454 0.78115 -0.59341 0.042 0.028 0.024 0.020
F 0.78370 -1.30355 -1.50369 -0.139 -0.031 0.032 -0.289
As 1.36579 -2.77809 -0.68741 0.343 0.017 -0.095 0.711
F 2.88206 -2.55906 -1.45212 0.281 0.058 -0.127 -0.228
F 1.84628 -1.65347 0.58812 -0.056 0.041 0.136 -0.267
F 1.95989 -4.12143 0.19160 0.118 -0.162 0.113 -0.224
F -0.15441 -2.91065 0.10686 -0.301 -0.051 0.116 -0.244
F 0.79466 -3.73759 -1.98294 -0.078 -0.175 -0.235 -0.222
C -3.67277 4.14547 0.59174 0.020 -0.023 0.031 -0.098
C -3.18651 3.12460 1.44097 -0.011 0.040 -0.025 -0.077
C -2.14662 2.33916 1.03593 0.048 0.006 -0.102 -0.061
C -1.52680 2.51496 -0.22958 -0.059 0.054 0.028 -0.227
C -0.45351 1.67244 -0.66023 0.252 -0.105 0.088 -0.268
C 0.10635 1.92197 -1.88719 0.015 0.066 -0.089 -0.126
C -0.36333 2.96206 -2.72885 0.065 -0.055 -0.004 -0.086
C -1.39290 3.76025 -2.33138 -0.077 0.017 0.063 -0.056
C -2.00550 3.55239 -1.06635 -0.005 0.009 0.006 -0.173
C -3.09206 4.35328 -0.62618 0.034 -0.008 -0.047 -0.052
H -4.50526 4.76229 0.91013 0.014 -0.015 0.001 0.092
H -3.64277 2.96093 2.41043 0.007 0.013 -0.023 0.099
H -1.76949 1.55696 1.68336 -0.021 -0.025 0.024 0.085
H 0.93155 1.31158 -2.24083 -0.036 -0.007 -0.016 0.091
H 0.10145 3.11068 -3.69793 -0.009 0.016 0.031 0.095
H -1.76125 4.55824 -2.96801 0.003 -0.026 0.008 0.101
H -3.45995 5.13339 -1.28580 0.018 -0.010 0.029 0.102
```
Forces are in eV/Å.

Output
**ΔE to the lowest compared entry with this formula, charge and spin**: 0.0 kJ/mol
**Multiplicity**: 5
**HOMO (alpha / beta)**: -5.08 / -4.67 eV
**Total charge**: -1


Record 4
Density functional theory data (the ωB97M-V functional and the def2-TZVPD basis) for a 2-piece molecular cluster, C5H12O2 overall.

```
19
Properties=species:S:1:pos:R:3:forces:R:3:lowdin_charge:R:1
C -0.80118 0.45596 -0.72180 0.352 0.432 0.736 -0.086
C 0.34635 0.51798 0.70769 -0.833 0.544 -0.601 -0.075
C -0.68893 0.34130 1.78185 0.075 0.111 0.158 -0.247
O -1.86253 0.97025 1.33826 -0.521 0.051 0.355 -0.138
C -2.11534 0.44397 0.05584 -0.114 0.020 -0.017 -0.241
H -0.63045 1.40905 -1.22764 0.033 0.014 0.337 0.094
H -0.94058 -0.26064 -1.57888 0.887 0.051 1.033 0.122
H 0.71261 1.52490 0.55975 -0.316 0.448 0.362 0.095
H 1.23498 -0.06777 1.04211 -0.909 0.026 -1.271 0.115
H -0.39316 0.77515 2.73978 -0.054 0.076 -0.100 0.130
H -0.85740 -0.74352 1.93781 -0.007 0.282 -0.035 0.134
H -2.49382 -0.59057 0.14513 0.129 0.175 -0.009 0.125
H -2.90717 1.05319 -0.39050 0.199 -0.076 -0.055 0.126
C 2.23810 -0.95969 -1.16734 0.379 -0.115 -0.298 -0.175
O 1.13096 -1.49430 -0.49080 0.078 -1.121 -0.651 -0.198
H 3.08757 -0.81505 -0.48098 -0.178 -0.101 -0.137 0.081
H 2.04023 0.01557 -1.64898 -0.080 -0.316 0.166 0.087
H 2.50766 -1.68373 -1.93755 0.415 0.228 -0.152 0.075
H 0.39211 -0.89205 -0.66375 0.463 -0.729 0.179 -0.026
```
Forces are in eV/Å.

Output
**ΔE to the lowest compared entry with this formula, charge and spin**: 341.4 kJ/mol
**Multiplicity**: 1
**HOMO**: -9.54 eV
**Total charge**: 0


Record 5
Density functional theory data (the ωB97M-V functional and the def2-TZVPD basis) for C9H19ILiNO4P2 as an isolated structure.

```
37
Properties=species:S:1:pos:R:3:forces:R:3:lowdin_charge:R:1
C -0.15483 2.47413 2.23612 -0.264 -0.100 -0.198 -0.020
C -0.20151 1.33222 1.21008 -0.014 0.363 0.466 -0.474
C -1.26247 0.33241 1.66944 0.044 -0.259 -0.083 -0.018
C -0.46868 1.95404 -0.16733 -0.218 -0.336 -0.056 -0.246
C -0.28256 1.00590 -1.37923 -0.062 -0.082 0.263 -0.962
I 0.39682 2.28884 -3.01666 -0.057 0.023 -0.083 0.898
P -1.95967 0.43152 -2.03282 -0.205 0.390 -0.502 0.817
P -1.93648 -1.73738 -2.15264 -0.052 -0.377 -0.210 0.233
O -0.78338 -2.19146 -2.92718 0.129 -0.133 0.021 -0.300
O -2.01394 -2.45770 -0.71465 0.084 0.133 0.000 -0.162
O -3.32156 -2.10476 -2.85540 0.276 0.271 0.152 -0.143
C 0.80839 -0.08563 -1.21210 0.232 0.147 0.085 -0.208
C 1.36413 -0.39345 0.20985 0.119 -0.485 -0.099 -0.450
C 2.89048 -0.55080 0.08058 0.149 -0.193 0.094 -0.069
C 0.83126 -1.72171 0.76337 0.345 0.229 0.271 -0.021
N 1.15662 0.72213 1.16034 -0.131 0.285 -0.647 -0.117
O 2.10816 1.57622 1.16913 0.128 -0.001 0.238 0.007
H 0.22199 2.11451 3.19087 0.091 0.034 0.044 0.100
H -1.17236 2.83439 2.38586 -0.021 0.011 0.017 0.093
H 0.43818 3.30969 1.88114 0.214 -0.048 0.109 0.086
H -2.08007 0.86241 2.14995 -0.072 0.063 -0.047 0.096
H -1.68449 -0.24251 0.84746 0.045 0.011 -0.037 0.030
H -0.85394 -0.37225 2.39122 -0.005 0.095 0.130 0.096
H 0.18854 2.81304 -0.26189 0.113 0.002 -0.009 0.076
H -1.49346 2.32975 -0.16795 0.026 0.200 -0.028 0.110
H -2.81343 0.60503 -0.92107 0.135 -0.178 0.258 -0.071
H -2.48055 -1.93381 -0.05662 -0.169 -0.053 0.159 0.054
H -4.07738 -1.83062 -2.32611 -0.368 -0.120 -0.066 0.078
H 1.66043 0.22543 -1.80983 0.011 0.048 0.002 0.048
H 0.48339 -1.02192 -1.66018 -0.014 0.003 -0.051 0.068
H 3.34606 0.22652 -0.52354 0.078 0.128 0.132 0.095
H 3.35908 -0.59956 1.06496 0.035 0.085 0.026 0.101
H 3.02622 -1.51483 -0.43779 -0.262 -0.143 -0.272 0.026
H -0.24379 -1.75678 0.83072 -0.036 -0.135 -0.075 0.045
H 1.25482 -1.88887 1.75650 -0.089 -0.012 0.060 0.101
H 1.16100 -2.53810 0.12060 -0.182 -0.028 -0.132 0.091
Li 4.58896 -2.49603 -0.49519 -0.034 0.163 0.067 0.912
```
Forces are in eV/Å.

Output
**ΔE to the lowest compared entry with this formula, charge and spin**: 0.0 kJ/mol
**Multiplicity**: 2
**HOMO (alpha / beta)**: -11.42 / -11.50 eV
**Total charge**: +1